A cluster of 7 separate species, C35H80O13S7 in total. Source: OMol25; level of theory: the ωB97M-V functional and the def2-TZVPD basis.

Energy above the lowest of the compared OMol25 structures with the same formula, charge and spin ... 542.01 kJ/mol

Structure (ORCA input):
```
! RIJCOSX wB97M-V def2-TZVPD def2/J DEFGRID3
* xyz 0 1
C 6.302 -2.813 1.198
O 4.916 -2.328 1.138
C 4.659 -1.781 -0.180
C 3.881 -2.933 -1.031
C 2.783 -2.300 -2.014
C 1.249 -2.552 -1.518
C 0.492 -1.155 -1.689
C -1.065 -1.198 -1.215
C -1.678 0.226 -1.639
C -3.066 0.609 -0.925
C -4.203 0.595 -2.105
C -4.346 -0.875 -2.807
C -5.886 -1.327 -2.925
C -6.459 -2.065 -1.628
O -7.106 -3.352 -1.923
C -7.949 -3.651 -0.801
C -7.315 -4.209 0.568
O -9.185 -3.471 -0.801
C -3.572 -0.428 0.185
C -4.936 -0.021 0.928
S -5.081 1.802 1.298
O -6.539 2.216 1.372
O -4.412 2.194 2.589
O -4.443 2.589 -0.026
C -3.077 2.083 -0.277
C -2.402 3.201 -1.241
C -0.960 3.682 -0.667
C -1.057 4.424 0.754
C 0.258 4.304 1.654
O 0.639 2.951 1.995
C 1.839 2.560 1.287
H 6.928 -1.909 1.526
H 6.688 -3.186 0.190
H 6.320 -3.662 1.956
H 4.057 -0.818 -0.092
H 5.648 -1.506 -0.709
H 4.698 -3.386 -1.711
H 3.480 -3.730 -0.321
H 2.937 -2.583 -3.112
H 2.938 -1.155 -1.973
H 0.767 -3.394 -2.138
H 1.294 -2.842 -0.410
H 0.995 -0.415 -0.959
H 0.591 -0.709 -2.731
H -1.603 -2.049 -1.777
H -1.030 -1.383 -0.092
H -0.835 0.994 -1.464
H -1.801 0.186 -2.791
H -3.954 1.379 -2.914
H -5.241 0.854 -1.715
H -3.969 -0.727 -3.885
H -3.664 -1.659 -2.344
H -6.486 -0.349 -3.034
H -6.114 -1.951 -3.847
H -7.280 -1.413 -1.139
H -5.685 -2.255 -0.813
H -6.416 -3.592 0.908
H -6.976 -5.302 0.482
H -8.091 -4.181 1.417
H -3.727 -1.498 -0.209
H -2.769 -0.513 1.008
H -5.889 -0.299 0.374
H -4.961 -0.564 1.941
H -2.507 2.027 0.726
H -3.035 4.156 -1.296
H -2.241 2.796 -2.306
H -0.455 4.412 -1.405
H -0.223 2.810 -0.559
H -1.972 4.070 1.338
H -1.183 5.548 0.520
H 0.043 4.838 2.655
H 1.168 4.857 1.214
H 2.772 2.820 1.915
H 1.895 1.440 1.087
H 1.914 3.075 0.256
C -1.929 -1.794 -7.087
S -1.541 -2.159 -5.363
O -1.636 -0.878 -4.600
C 0.210 -2.508 -5.632
H -2.981 -1.510 -7.150
H -1.308 -0.970 -7.443
H -1.758 -2.685 -7.695
H 0.699 -1.640 -6.078
H 0.311 -3.375 -6.288
H 0.670 -2.728 -4.668
C 10.013 -0.384 4.704
S 9.330 -1.977 4.199
O 8.389 -1.721 3.064
C 8.331 -2.230 5.682
H 10.649 -0.011 3.900
H 9.206 0.328 4.887
H 10.612 -0.514 5.607
H 7.629 -1.403 5.804
H 8.985 -2.300 6.553
H 7.777 -3.162 5.570
C 12.850 -3.513 -0.293
S 12.293 -2.824 1.281
O 11.940 -3.970 2.171
C 10.748 -2.137 0.645
H 13.795 -4.031 -0.126
H 12.111 -4.220 -0.674
H 13.003 -2.705 -1.010
H 10.140 -2.930 0.206
H 10.970 -1.374 -0.104
H 10.204 -1.682 1.474
C -6.847 1.228 -6.748
S -6.657 -0.565 -6.821
O -5.297 -0.894 -6.294
C -6.578 -0.672 -8.622
H -6.880 1.529 -5.700
H -6.001 1.714 -7.238
H -7.780 1.516 -7.235
H -5.749 -0.069 -8.996
H -7.520 -0.323 -9.049
H -6.421 -1.715 -8.899
C 1.199 3.779 7.078
S 2.211 2.571 6.201
O 3.122 3.327 5.286
C 0.866 1.902 5.199
H 1.844 4.351 7.746
H 0.725 4.455 6.365
H 0.440 3.259 7.665
H 0.410 2.695 4.605
H 0.119 1.445 5.852
H 1.276 1.142 4.533
C -3.819 5.666 6.835
S -3.636 3.872 6.761
O -2.275 3.538 7.282
C -3.562 3.766 4.961
H -3.847 5.967 7.883
H -2.973 6.149 6.342
H -4.753 5.957 6.351
H -2.731 4.368 4.586
H -4.503 4.118 4.536
H -3.409 2.724 4.681
*
```


A structure of composition C9H12LiN3O3Se2. Source: OMol25; level of theory: the ωB97M-V functional and the def2-TZVPD basis.

Structure (ORCA input):
```
! RIJCOSX wB97M-V def2-TZVPD def2/J DEFGRID3
* xyz -2 1
Li 0.333 -1.044 0.409
O 1.510 0.458 0.100
C 0.905 1.694 -0.302
C 0.333 1.680 -1.727
C 0.370 3.126 -2.262
O 1.638 3.749 -2.285
C -1.155 1.272 -1.762
Se -1.741 -0.316 -0.749
C 1.125 0.744 -2.655
Se 3.096 0.910 -2.614
H 2.298 0.366 -0.485
H 1.656 2.481 -0.224
H 0.103 1.889 0.413
H -0.277 3.754 -1.636
H -0.074 3.115 -3.270
H 2.305 3.058 -2.499
H -1.429 1.092 -2.803
H -1.766 2.107 -1.408
H 0.778 0.922 -3.676
H 0.853 -0.281 -2.403
N -1.840 -1.707 2.544
C -0.744 -2.523 2.576
O 0.232 -2.274 1.837
C -0.765 -3.621 3.501
C 0.346 -4.483 3.618
N 1.232 -5.217 3.739
C -1.892 -3.852 4.307
N -2.822 -4.019 4.980
H -1.914 -1.064 1.761
H -2.694 -2.019 2.973
*
```


A cluster of 2 separate species, C5H11O2PS2 in total. Source: OMol25; level of theory: the ωB97M-V functional and the def2-TZVPD basis.

Energy above the lowest of the compared OMol25 structures with the same formula, charge and spin ... 243.58 kJ/mol
Structure (SMILES) ... CCOC(=S)OCC.P=S

Structure (ORCA input):
```
! RIJCOSX wB97M-V def2-TZVPD def2/J DEFGRID3
* xyz 0 1
C 1.173 -3.073 -0.706
C 0.182 3.424 0.360
C 1.730 -1.801 -0.054
C 0.715 2.084 -0.188
C -0.051 -0.229 -0.064
O 1.233 -0.542 -0.441
O -0.340 1.058 -0.072
P -4.508 -0.969 0.761
S -5.219 0.209 -0.591
S -1.163 -1.261 0.411
H 1.380 -3.169 -1.807
H 1.730 -3.968 -0.199
H 0.193 -3.264 -0.485
H 0.823 4.264 0.258
H -0.763 3.623 -0.228
H -0.023 3.177 1.399
H 2.810 -1.557 -0.421
H 1.693 -1.920 1.096
H 1.470 1.666 0.370
H 1.045 2.155 -1.183
H -4.110 0.095 1.786
*
```


An isolated molecule of C5H8S2. Source: OMol25; level of theory: the ωB97M-V functional and the def2-TZVPD basis.

Energy above the lowest of the compared OMol25 structures with the same formula, charge and spin ... 331.03 kJ/mol
Structure (SMILES) ... S[C@H]1CS[C@H]2C[C@@H]21

Structure (ORCA input):
```
! RIJCOSX wB97M-V def2-TZVPD def2/J DEFGRID3
* xyz 0 1
C -0.894 -0.247 0.267
C -0.284 -1.673 -0.038
C 1.467 0.231 0.160
C 1.235 1.665 -0.303
C 0.207 0.614 -0.475
H -3.147 0.662 0.644
H -0.850 -0.005 1.329
H -0.617 -2.190 -0.907
H -0.463 -2.377 0.815
H 1.404 0.337 1.216
H 1.217 2.315 0.644
H 1.577 2.246 -1.187
H 0.174 0.265 -1.502
S -2.617 -0.337 -0.348
S 1.593 -1.504 -0.315
*
```


Number 1: HOMO -8.34 eV, calculated total energy -140044.986 eV, LUMO 0.4 eV. Number 2: HOMO -1.63 eV, calculated total energy -151042.312 eV, LUMO 4.9 eV. Number 3: HOMO -8.36 eV, calculated total energy -40415.301 eV, LUMO -0.9 eV. Number 4: HOMO -8.58 eV, calculated total energy -26981.727 eV, LUMO 0.6 eV.